Entry from OMol25: C31H25BN8O6Pb as an isolated structure in a non-equilibrium geometry (ωB97M-V with the def2-TZVPD basis set).

Cartesian coordinates (Å):
Pb  -0.7088  -0.2581  0.5178
C  -1.3954  3.4096  3.1541
C  -0.7553  2.2093  2.8492
N  -1.2709  1.6897  1.7395
N  -2.2426  2.5217  1.3115
C  -2.3319  3.5651  2.1497
B  -3.0949  2.2878  0.0406
N  -2.1677  2.3383  -1.1934
C  -2.2175  3.2194  -2.2074
C  -1.1671  2.9552  -3.0631
C  -0.5109  1.8710  -2.4723
N  -1.1244  1.5078  -1.3513
N  -3.8052  0.9232  0.1326
C  -5.1292  0.6988  0.0847
C  -5.3498  -0.6571  0.2244
C  -4.0716  -1.2040  0.3617
N  -3.1548  -0.2448  0.2951
H  -1.2111  4.0677  3.9842
H  0.0357  1.6945  3.3701
H  -3.0521  4.3482  1.9835
H  -3.9130  3.1523  -0.0520
H  -2.9875  3.9710  -2.2565
H  -0.9115  3.4695  -3.9728
H  0.3743  1.3561  -2.8110
H  -5.8241  1.5126  -0.0372
H  -6.2931  -1.1734  0.2347
H  -3.7755  -2.2285  0.5280
O  1.2419  -0.9539  -1.7733
C  0.7075  -1.0698  -3.0150
C  -0.5821  -1.4551  -3.3264
C  -0.9132  -1.4630  -4.6692
C  0.0133  -1.1045  -5.6559
C  1.3051  -0.7450  -5.3333
C  1.6567  -0.7329  -3.9833
C  2.8191  -0.3922  -3.2446
N  2.5703  -0.5088  -1.9594
N  3.3825  -0.3730  -0.9695
C  2.9950  -0.0069  0.2840
O  1.8751  0.3793  0.6345
C  4.1213  -0.0292  1.2554
C  5.4359  0.1753  0.8431
C  6.4540  0.2380  1.7794
C  6.1686  0.0719  3.1274
C  4.8619  -0.1558  3.5371
C  3.8377  -0.2006  2.6067
H  -1.2900  -1.7296  -2.5558
H  -1.9140  -1.7479  -4.9629
H  -0.2921  -1.1073  -6.6934
H  2.0201  -0.4666  -6.0954
H  3.7931  -0.0786  -3.5754
H  5.6448  0.2958  -0.2103
H  7.4734  0.4152  1.4618
H  6.9643  0.1223  3.8594
H  4.6466  -0.2957  4.5885
H  2.8146  -0.3824  2.9114
O  -1.3495  -3.6176  2.8377
C  -0.4251  -2.8442  2.6240
O  -0.5076  -1.5748  2.4322
C  1.0015  -3.3787  2.5766
C  1.8424  -3.0404  1.5273
C  3.1680  -3.4782  1.4716
C  3.6056  -4.2521  2.5157
O  4.8559  -4.7854  2.7235
C  4.7672  -5.5297  3.9307
O  3.4655  -5.3629  4.4720
C  2.7686  -4.6014  3.5649
C  1.4611  -4.1902  3.6181
H  1.4561  -2.4216  0.7277
H  3.8259  -3.2134  0.6539
H  5.5119  -5.1658  4.6444
H  4.9446  -6.5902  3.7192
H  0.8082  -4.4681  4.4344

Relative energy (zero: lowest compared OMol25 entry of this formula, charge and spin), eV: 0.147
Frontier orbital gap, eV: 6.55
E_HOMO, eV: -7.483

Mulliken population analysis, charges in e, atoms 1 to 5:
1 Pb 1.713
2 C -1.143
3 C -0.303
4 N 0.082
5 N -0.044

=====

Entry from OMol25: a 2-piece molecular cluster, C15H22N2O2 overall in a non-equilibrium geometry (ωB97M-V with the def2-TZVPD basis set).

Cartesian coordinates (Å):
C  0.9139  2.8220  1.9051
C  2.2588  2.4097  1.0010
C  2.5921  3.4374  -0.2572
N  3.0073  1.2575  1.2738
C  2.2341  0.1630  0.5722
C  0.9444  -0.5405  1.3272
N  0.6980  -1.6442  0.5006
C  -0.4639  -2.5771  0.7953
O  -1.4895  -1.8780  1.5841
C  -2.3888  -1.0680  0.7493
C  -1.9557  -0.0148  -0.4293
C  -3.0445  0.9046  -1.3049
C  -4.6479  0.7702  -0.9752
C  -5.1333  -0.3192  0.1959
C  -4.0201  -1.2278  1.0487
C  1.6470  -1.8557  -0.6978
C  3.0206  -1.0014  -0.2721
C  3.4691  -0.3810  -1.7481
H  0.6668  2.0356  2.7358
H  0.0163  2.8096  1.1185
H  0.9998  3.9274  2.2788
H  1.9681  3.0089  -1.1803
H  3.7196  3.4146  -0.5702
H  2.1628  4.5228  -0.0726
H  1.6774  0.7850  -0.2815
H  0.3783  -0.1946  2.2958
H  -0.8427  -3.0591  -0.2015
H  -0.0751  -3.4725  1.4830
H  -0.8310  0.1379  -0.7148
H  -2.6245  1.6330  -2.1500
H  -5.4099  1.4427  -1.5811
H  -6.2819  -0.4949  0.4681
H  -4.4221  -1.9866  1.8779
H  1.9599  -3.0071  -0.6731
H  1.1323  -1.4929  -1.7096
H  3.7996  -1.6906  0.2849
H  3.5505  -1.2538  -2.5258
H  2.6925  0.3923  -2.1809
H  4.4854  0.2201  -1.6013
O  -3.4221  -3.6845  -1.5247
H  -2.9416  -3.2500  -0.8439

Relative energy (zero: lowest compared OMol25 entry of this formula, charge and spin), eV: 22.293
Frontier orbital gap, eV: 2.88
E_HOMO, eV: -4.826

natural (NBO) population analysis, charges in e, atoms 1 to 5:
1 C -0.751
2 C 0.610
3 C -0.744
4 N -0.677
5 C -0.108

=====

Entry from OMol25: C3H5LiO3Tl as an isolated structure in a non-equilibrium geometry (ωB97M-V with the def2-TZVPD basis set).

Cartesian coordinates (Å):
H  0.5229  -0.2120  -1.2196
O  1.1370  0.5723  -0.2554
C  0.3736  1.6441  -0.8123
C  -0.3130  0.8053  -1.9211
C  -1.6081  -3.2104  2.9769
O  -1.0980  -2.2124  2.6553
O  -2.1099  -4.1735  3.3598
Li  3.1358  0.7643  -0.3323
Tl  0.2146  -0.2321  1.9184
H  1.0244  2.3949  -1.2778
H  -0.3801  1.9802  -0.0919
H  0.3476  0.5926  -2.7602
H  -1.2467  1.2867  -2.2398

Relative energy (zero: lowest compared OMol25 entry of this formula, charge and spin), eV: 1.946
2S+1: 2
Frontier orbital gap (spin up / spin down), eV: 10.57 / 8.34
E_HOMO (spin up / spin down), eV: -18.637 / -18.938
Total charge: +2

natural (NBO) population analysis, charges in e, atoms 1 to 5:
1 H 0.450
2 O -0.904
3 C -0.157
4 C -0.336
5 C 1.078

=====

Entry from OMol25: C22H26CdN4O3 as an isolated structure in a non-equilibrium geometry (ωB97M-V with the def2-TZVPD basis set).

Cartesian coordinates (Å):
C  -0.9283  -2.0272  -5.8415
C  -1.6192  -1.2390  -6.7125
H  -0.7940  -3.0841  -6.0728
H  -0.4569  -1.6150  -4.9530
C  -1.7910  0.1760  -6.4612
C  -1.6585  0.6895  -5.2052
H  -1.4396  0.0551  -4.3496
H  -1.8319  1.7534  -5.0446
C  -2.2026  -1.8495  -7.9697
H  -1.9563  -2.9158  -7.9994
H  -1.8141  -1.3836  -8.8845
H  -3.2987  -1.7607  -8.0030
C  -2.1288  1.0986  -7.6135
H  -3.0589  0.8158  -8.1231
H  -1.3355  1.1127  -8.3759
H  -2.2427  2.1199  -7.2361
Cd  -0.3728  0.1202  2.5715
O  0.3317  -0.4627  0.6717
C  1.0878  0.0018  -0.2190
O  1.4780  1.5591  2.3203
C  2.0943  1.7476  1.2577
O  3.0063  2.7032  1.1408
N  1.9733  1.0379  0.0575
C  3.6526  2.5921  -0.1753
C  2.8625  1.5903  -0.9589
H  4.6827  2.2510  -0.0098
H  3.6539  3.5801  -0.6517
H  3.4888  0.7972  -1.3726
H  2.2678  2.0757  -1.7419
C  1.0148  -0.5592  -1.5363
C  0.1113  -1.5454  -1.7577
H  1.6987  -0.1919  -2.3133
H  -0.5241  -1.8782  -0.9261
H  0.0286  -2.0208  -2.7361
N  -0.0700  -0.3221  6.0547
C  0.2431  -1.4757  5.3356
C  0.4681  -2.6498  6.0890
C  0.7378  -3.8385  5.4313
C  0.8470  -3.8272  4.0324
C  0.6753  -2.6295  3.3553
N  0.3179  -1.4770  3.9981
C  -0.5332  0.9405  5.6983
C  -0.7706  1.8752  6.7293
C  -1.1914  3.1534  6.3887
C  -1.3142  3.5035  5.0355
C  -1.0503  2.5413  4.0736
N  -0.7550  1.2563  4.4174
H  0.0250  -0.4469  7.0542
H  0.3881  -2.5885  7.1735
H  0.8678  -4.7701  5.9811
H  1.0541  -4.7333  3.4689
H  0.8019  -2.5863  2.2704
H  -0.6278  1.5536  7.7598
H  -1.4214  3.8893  7.1562
H  -1.6078  4.5002  4.7131
H  -1.0633  2.7876  3.0083

Frontier orbital gap, eV: 4.95
E_HOMO, eV: -11.871
Total charge: +2

natural (NBO) population analysis, charges in e, atoms 1 to 5:
1 C -0.393
2 C -0.007
3 H 0.205
4 H 0.162
5 C -0.002

=====

Entry from OMol25: C36H37F3P2Re as an isolated structure in a non-equilibrium geometry (ωB97M-V with the def2-TZVPD basis set).

Cartesian coordinates (Å):
Re  -0.8746  0.9746  -3.8649
C  -2.0879  0.9782  -5.4851
C  -1.6416  -0.3818  -5.6004
C  -0.5314  -0.8757  -6.4805
C  0.5550  0.1758  -6.4355
C  0.5869  0.9026  -5.0483
C  0.2756  2.3993  -4.7598
C  -0.7355  3.1739  -5.5601
C  -1.6401  2.1839  -6.3586
C  -0.0393  -0.1676  -1.1956
H  -3.1459  0.9995  -5.1511
H  -2.3141  -1.2001  -5.2903
H  -0.8885  -0.9980  -7.5075
H  -0.1239  -1.8467  -6.1372
H  1.5338  -0.2961  -6.5966
H  0.5001  0.9662  -7.1843
H  1.6527  0.8183  -4.7748
H  1.0418  3.0111  -4.2302
H  -0.3068  3.9693  -6.1747
H  -1.3879  3.7187  -4.8097
H  -2.5935  2.6815  -6.6211
H  -1.1241  1.8073  -7.2691
H  0.8079  0.4084  -0.7975
H  0.0659  -1.2509  -1.0883
H  -0.9463  0.2031  -0.7352
P  -1.1884  -1.3953  -3.1885
P  2.3766  -0.5124  -2.7041
C  0.2173  -2.2880  -3.6587
C  1.5136  -1.7626  -3.6439
C  -2.3015  -2.5200  -2.3268
C  -2.7540  -3.6644  -3.0127
C  -3.5246  -4.6103  -2.3112
C  -3.8066  -4.3966  -0.9458
C  -3.3618  -3.2464  -0.2709
C  -2.6277  -2.2773  -0.9675
C  -3.4766  0.2675  -2.9062
C  -3.4121  1.6086  -2.9255
C  -4.5225  2.4050  -2.6513
C  -5.7054  1.7460  -2.2830
C  -5.7605  0.3729  -2.2492
C  -4.6422  -0.4273  -2.5894
C  3.4339  -1.2161  -1.5813
C  3.0369  -2.4986  -1.1038
C  4.0136  -3.2924  -0.5398
C  5.3195  -2.7615  -0.4413
C  5.6856  -1.4543  -0.8357
C  4.7100  -0.6600  -1.3987
C  3.0903  1.1442  -3.0639
C  2.8909  2.2306  -2.1665
C  3.3418  3.5136  -2.4880
C  4.0949  3.7509  -3.6466
C  4.4464  2.6572  -4.4430
C  3.9541  1.3680  -4.1753
H  0.0833  -3.3316  -3.9554
H  2.2334  -2.4120  -4.1245
H  -2.4760  -3.8327  -4.0643
H  -3.8817  -5.5061  -2.8260
H  -4.3988  -5.1392  -0.3897
H  -3.5604  -3.0872  0.7976
H  -2.2695  -1.3502  -0.5095
H  -2.4780  2.1659  -3.1804
H  -4.4559  3.4836  -2.7453
H  -6.5695  2.3560  -2.0447
H  -6.6628  -0.1342  -1.9263
H  -4.6882  -1.4809  -2.5381
H  2.0118  -2.8550  -1.2450
H  3.7751  -4.3107  -0.1679
H  6.1023  -3.3694  -0.0038
H  6.6948  -1.0385  -0.7345
H  4.8765  0.3579  -1.7413
H  2.4117  2.0247  -1.2144
H  3.1676  4.3381  -1.7912
H  4.4007  4.7824  -3.9087
H  5.0754  2.8220  -5.3273
H  4.3157  0.5367  -4.7916
F  0.4281  2.7452  -0.6923
C  -0.5277  2.7120  -1.6566
F  -1.7222  2.6160  -0.9791
F  -0.5593  3.9736  -2.1938

Relative energy (zero: lowest compared OMol25 entry of this formula, charge and spin), eV: 5.553
2S+1: 4
Frontier orbital gap (spin up / spin down), eV: 5.16 / 5.46
E_HOMO (spin up / spin down), eV: -13.045 / -13.758
Total charge: +2

Mulliken population analysis, charges in e, atoms 1 to 5:
1 Re -0.184
2 C -0.291
3 C -1.052
4 C -0.679
5 C -1.960

=====

Entry from OMol25: one molecule with the formula C4H9O2 in a non-equilibrium geometry (ωB97M-V with the def2-TZVPD basis set).

Cartesian coordinates (Å):
C  0.4287  1.2747  0.5627
C  -0.6807  0.1790  0.6375
C  -0.1325  -1.2214  0.6353
O  -1.1510  -2.2100  0.6728
C  1.1963  1.2741  -0.7863
O  0.4513  0.9053  -1.8620
H  1.1273  1.1000  1.3884
H  -0.0961  2.2289  0.6018
H  -1.2463  0.3384  1.5503
H  -1.3714  0.3552  -0.1887
H  0.5069  -1.3934  -0.2283
H  0.5008  -1.4039  1.5081
H  -1.5127  -2.2860  -0.2266
H  2.0040  0.5336  -0.7630
H  1.6717  2.2440  -0.9221

Relative energy (zero: lowest compared OMol25 entry of this formula, charge and spin), eV: 0.556
2S+1: 2
Frontier orbital gap (spin up / spin down), eV: 11.25 / 8.67
E_HOMO (spin up / spin down), eV: -10.271 / -10.200

natural (NBO) population analysis, charges in e, atoms 1 to 5:
1 C -0.424
2 C -0.423
3 C -0.063
4 O -0.716
5 C -0.142

=====

Entry from OMol25: a 2-piece molecular cluster, C3H12N3 overall in a non-equilibrium geometry (ωB97M-V with the def2-TZVPD basis set).

Cartesian coordinates (Å):
N  -2.4842  1.3094  0.5048
C  -1.6869  1.6242  1.5840
N  -0.3788  1.6652  1.5012
H  -3.3913  0.9843  0.7994
H  -2.0617  0.7218  -0.2146
H  -2.2425  1.7869  2.5229
H  0.0039  1.9656  2.4002
C  1.4496  -1.8143  -1.6720
C  0.5016  -0.8684  -0.8963
N  1.2985  -0.0366  0.0835
H  0.8176  -2.3002  -2.4334
H  2.2384  -1.2508  -2.2178
H  1.9190  -2.6299  -1.0788
H  -0.1385  -0.2043  -1.5216
H  -0.1649  -1.4914  -0.2951
H  1.7408  -0.6273  0.7625
H  0.6041  0.6231  0.6265
H  1.9754  0.5428  -0.4553

Relative energy (zero: lowest compared OMol25 entry of this formula, charge and spin), eV: 1.397
2S+1: 2
Frontier orbital gap (spin up / spin down), eV: 3.42 / 10.82
E_HOMO (spin up / spin down), eV: -2.682 / -10.244

natural (NBO) population analysis, charges in e, atoms 1 to 5:
1 N -0.797
2 C 0.290
3 N -0.781
4 H 0.382
5 H 0.389

=====

Entry from OMol25: one molecule with the formula C22H24N2 in a non-equilibrium geometry (ωB97M-V with the def2-TZVPD basis set).

Cartesian coordinates (Å):
C  -4.0348  -0.0853  0.5025
C  -3.4396  0.4579  -0.7707
C  -2.2273  1.1395  -0.8557
C  -1.6447  1.2701  -2.1930
C  -2.3925  1.9905  -3.1265
C  -1.9494  2.1003  -4.4172
C  -0.7307  1.5112  -4.8169
C  0.0137  0.7568  -3.8916
C  -0.4186  0.6980  -2.5598
C  0.4094  -0.0798  -1.6010
C  0.5119  0.0124  -0.2431
N  1.3143  -0.9057  0.4151
C  0.7133  -1.8977  1.3478
C  1.6388  -2.0984  2.5639
N  3.0759  -2.3164  2.2503
C  3.3964  -3.7065  1.8838
C  3.6009  -1.3241  1.2587
C  2.7266  -1.1410  0.0201
C  -0.1515  1.0742  0.5361
C  0.4952  1.5386  1.6970
C  -0.0991  2.4914  2.5691
C  -1.3765  2.9751  2.2407
C  -2.0167  2.5514  1.0997
C  -1.4362  1.5887  0.2870
H  -5.1308  -0.0866  0.5174
H  -3.6923  -1.0868  0.6561
H  -3.7160  0.4877  1.3583
H  -3.8890  0.1628  -1.7129
H  -3.2725  2.4599  -2.7362
H  -2.5581  2.6459  -5.1394
H  -0.3917  1.6816  -5.8298
H  0.9671  0.3502  -4.1996
H  0.9840  -0.8369  -2.0577
H  -0.2252  -1.4971  1.7680
H  0.5235  -2.8403  0.8037
H  1.2079  -2.9681  3.1360
H  1.6031  -1.2464  3.1957
H  2.9658  -4.4252  2.6219
H  2.9432  -3.9750  0.9425
H  4.4965  -3.8208  1.9042
H  4.5909  -1.6105  0.8852
H  3.7011  -0.3948  1.7956
H  3.1037  -0.2477  -0.5313
H  2.8306  -1.9381  -0.7062
H  1.4434  1.1229  1.9867
H  0.4098  2.8426  3.4549
H  -1.8867  3.6505  2.8801
H  -2.9868  2.9689  0.8103

Relative energy (zero: lowest compared OMol25 entry of this formula, charge and spin), eV: 0.000
Frontier orbital gap, eV: 8.13
E_HOMO, eV: -7.403
SMILES: C/C=C1/c2ccccc2C=C(N2CCN(C)CC2)c2ccccc21

natural (NBO) population analysis, charges in e, atoms 1 to 5:
1 C -0.656
2 C -0.142
3 C -0.032
4 C -0.032
5 C -0.198